DFT (ωB97M-V/def2-TZVPD) results for a single C7H15BO2Si molecule at a distorted geometry.

Computed properties:
- molecular weight (g mol⁻¹) = 170.09
- spin multiplicity = 1
- Kohn-Sham gap (eV) = 10.278
- lowest unoccupied orbital energy (eV) = 0.631
- E_tot (Ha) = -740.59292
- SMILES = C[Si](C)(C)/C=C/B1OCCO1

Structure (XYZ):
```
26
C7H15BO2Si (ωB97M-V/def2-TZVPD)
Si -2.1460 0.0012 -0.1338
O 3.0806 -0.8712 0.7687
O 2.7661 0.8817 -0.7210
C -2.2396 -1.2223 1.2936
C -3.2043 1.6724 0.2916
C 4.3851 -0.5162 0.4334
C -0.3006 0.4931 -0.1890
C 0.6315 -0.3289 0.2625
C 4.1714 0.7788 -0.4364
C -2.8936 -0.8130 -1.7295
B 2.2295 -0.0748 0.1080
H -3.6890 1.5927 1.2493
H 4.8962 -0.3113 1.3376
H -2.9126 -0.1237 -2.5760
H -2.3748 -1.7304 -1.9424
H -2.3548 2.5694 0.3735
H -0.0373 1.4279 -0.5733
H 0.3870 -1.2658 0.7619
H -3.1549 -1.5876 1.7250
H 4.7453 0.6172 -1.3546
H 4.7919 -1.3435 -0.2732
H -3.9874 -1.0466 -1.5346
H -1.8108 -0.5824 2.2362
H -1.5115 -2.0368 1.0978
H 4.5025 1.7511 -0.0909
H -3.9698 2.0690 -0.3844
```

Mulliken population analysis, charges in e, atoms 1 to 8:
1. Si 0.446
2. O -0.494
3. O -0.412
4. C -0.995
5. C -1.131
6. C -0.302
7. C -0.137
8. C -0.562

=====

DFT (ωB97M-V/def2-TZVPD) results for a single C3H4N2O3 molecule at a distorted geometry.

Computed properties:
- molecular weight (g mol⁻¹) = 116.08
- spin multiplicity = 1
- energy above the lowest of the compared OMol25 structures with the same formula, charge and spin (kJ/mol) = 451.3
- Kohn-Sham gap (eV) = 9.938
- lowest unoccupied orbital energy (eV) = 0.249
- E_tot (Ha) = -451.80784
- SMILES = Nn1oc(O)cc1=O

Structure (XYZ):
```
12
C3H4N2O3 (ωB97M-V/def2-TZVPD)
O -0.7121 0.9125 -0.3759
O 1.9664 -1.3528 -0.1839
O -2.5835 -0.2105 -0.1270
N 1.4051 1.3738 0.3117
N 0.6557 0.5721 -0.6765
C 0.9042 -0.9153 -0.2516
C -0.4473 -1.3426 0.0331
C -1.2419 -0.2484 0.0094
H -2.7874 0.7979 0.4097
H 2.0040 2.0862 -0.2484
H -1.0522 -2.3066 0.2143
H 1.8890 0.6338 0.8851
```

Mulliken population analysis, charges in e, atoms 1 to 8:
1. O -0.267
2. O -0.467
3. O -0.529
4. N -0.484
5. N 0.097
6. C 0.393
7. C -0.552
8. C 0.580

=====

DFT (ωB97M-V/def2-TZVPD) results for a molecular structure, C9H23LiN2O6 at a distorted geometry.

Computed properties:
- molecular weight (g mol⁻¹) = 262.23
- spin multiplicity = 1
- energy above the lowest of the compared OMol25 structures with the same formula, charge and spin (kJ/mol) = 0.0
- Kohn-Sham gap (eV) = 8.022
- lowest unoccupied orbital energy (eV) = 0.158
- E_tot (Ha) = -925.11566

Structure (XYZ):
```
41
C9H23LiN2O6 (ωB97M-V/def2-TZVPD)
O 0.6039 0.6138 2.3918
O 2.2711 0.1302 3.6832
O -2.0523 -0.5734 0.8155
O 2.3332 0.0105 0.2241
O 1.7848 2.1997 3.2721
O -0.0404 1.8511 -0.6294
N 1.5410 0.9874 3.1530
N 0.3888 -2.0030 0.1712
C -0.7828 -2.5610 0.8665
C -2.1333 2.5683 -1.6806
C 1.7011 -2.1980 0.8082
C -0.5661 0.9049 -2.6983
C 2.7599 -1.3324 0.1508
C -3.3728 -0.0503 0.8886
C -2.0091 -1.8936 0.2772
C -0.6735 2.1746 -1.8755
C 3.3183 0.9379 -0.1891
Li 0.0704 0.0949 0.5305
H 3.7220 -1.5073 0.6416
H -3.2784 0.8763 1.4498
H 0.4779 0.7852 -2.9887
H 2.0880 -3.2171 0.6649
H -0.9990 0.0824 -2.1304
H -0.0100 2.6483 -0.0818
H 2.8900 1.9309 -0.0945
H -2.2728 3.3590 -0.9435
H -2.8868 -2.4482 0.6253
H 0.4935 -2.5452 -0.6842
H 3.5751 0.7008 -1.2298
H -4.0039 -0.7774 1.4002
H 4.2445 0.8957 0.3899
H -1.1068 1.0138 -3.6419
H -1.9776 -1.8654 -0.8148
H -2.7193 1.7003 -1.3678
H -2.5959 2.8532 -2.6277
H 1.7043 -1.9732 1.8763
H -0.6232 -2.2856 1.9131
H -3.8129 0.1930 -0.0820
H -0.0875 2.9464 -2.3839
H 2.8880 -1.5728 -0.9170
H -0.8513 -3.6548 0.8670
```

Mulliken population analysis, charges in e, atoms 1 to 8:
1. O -0.549
2. O -0.626
3. O -0.111
4. O 0.025
5. O -0.648
6. O -0.198
7. N 0.834
8. N -0.263